# 1
Below is a single F3NOS2 molecule in a non-equilibrium geometry, with properties calculated with ωB97M-V/def2-TZVPD.

Geometry as XYZ:
```
7
Properties=species:S:1:pos:R:3:forces:R:3
N -0.07248 0.36196 0.39255 -1.3 0.3 0.8
O 2.57498 1.34728 0.64686 -4.3 -4.2 -3.3
F -1.90967 -1.37476 -0.02873 0.3 1.8 0.6
F -2.01949 0.68304 -1.21631 0.3 -0.4 1.7
F 1.63693 -1.38482 0.22588 -0.2 1.7 -0.6
S -1.56042 0.22597 0.33445 0.9 -1.5 -2.9
S 1.35015 0.14133 -0.35470 4.2 2.3 3.6
```
Positions in Å, forces in eV/Å.

For the energy above the lowest of the compared OMol25 structures with the same formula, charge and spin, the calculation gives 358.0 kJ/mol.


# 2
Below is F4H10Hf2O5 as an isolated structure in a non-equilibrium geometry, with properties calculated with ωB97M-V/def2-TZVPD.

Geometry as XYZ:
```
21
Properties=species:S:1:pos:R:3:forces:R:3
Hf -1.40916 0.55228 -2.85478 0.0 0.2 4.4
Hf 0.44538 -2.04915 3.19313 -1.2 -1.5 -3.7
F 1.64401 -4.12223 0.89383 -1.0 1.8 2.0
F -2.53051 -3.04762 2.06416 2.5 0.9 0.9
F 0.04134 -0.42299 0.03585 -0.9 0.4 -1.3
F -3.66365 1.49892 -0.50474 1.7 -0.7 -1.7
O 3.76577 -0.91543 1.92808 -1.1 -0.2 0.4
H 3.96895 -0.37320 1.16590 -0.1 0.2 -0.3
H 4.62029 -1.17352 2.27366 0.4 -0.3 0.3
O 2.39474 0.92763 -3.11271 -1.3 0.0 -0.1
H 2.82823 0.70878 -3.93759 0.2 -0.1 -0.5
H 3.11176 1.06005 -2.49256 0.2 0.1 0.5
O -0.02331 3.60413 -1.45686 -0.3 -1.4 -0.3
H 0.51046 4.31352 -1.81476 0.3 0.4 -0.6
H -0.28784 3.91598 -0.59140 -0.4 0.1 0.4
O -3.08298 -2.52398 -1.61985 0.4 1.3 -0.6
H -3.13614 -2.85348 -0.72272 0.2 0.0 0.7
H -3.49586 -3.20522 -2.15059 -0.2 -0.4 -0.6
O -1.74274 1.01144 3.22136 0.7 -1.0 -0.1
H -2.06226 1.53843 2.48896 -0.1 0.1 -0.4
H -1.89647 1.55565 3.99365 0.0 0.2 0.6
```
Positions in Å, forces in eV/Å.

As for the total charge: +4. For the energy above the lowest of the compared OMol25 structures with the same formula, charge and spin, the calculation gives 2966.9 kJ/mol.


# 3
Below is F4H8N2NaO12S4 as an isolated structure in a non-equilibrium geometry, with properties calculated with ωB97M-V/def2-TZVPD.

Geometry as XYZ:
```
31
Properties=species:S:1:pos:R:3:forces:R:3
Na 0.75676 0.35625 0.85107 5.8 0.5 -1.8
N -0.60832 0.97811 1.64971 -6.2 7.8 2.2
S -1.84428 0.14702 1.39160 -7.4 -4.5 -0.5
O -2.05392 -0.47402 0.05575 -3.5 11.0 7.0
O -3.01056 0.47551 2.19922 0.9 0.1 -0.5
F -1.34904 -1.16923 2.15107 0.2 -0.3 0.7
S -1.12215 2.40375 0.84582 1.0 2.1 1.0
O -1.99234 3.26246 1.58999 0.5 -0.9 -0.2
O -1.30175 2.33892 -0.57519 -1.0 0.0 0.7
F 0.31657 3.27289 0.93728 -2.8 0.9 -0.7
N -0.69707 -1.06367 -2.73665 -2.5 -1.7 -4.6
S -1.44372 -2.53381 -3.18758 -2.9 -2.6 -0.3
O -2.81959 -2.73461 -2.74406 1.7 0.9 -0.4
O -0.64652 -3.75932 -3.16550 -0.1 2.3 -0.1
F -1.71556 -2.27198 -4.69621 0.9 0.9 -1.1
S -0.45861 -1.49291 -1.32837 2.5 -3.0 5.3
O 0.81235 -2.18958 -1.17189 -0.8 -0.1 0.4
O -1.64773 -1.93959 -0.59173 5.5 -7.8 -5.0
F 0.02385 -0.07978 -0.71406 -6.7 -9.7 -4.0
O 0.88921 1.33258 -0.70525 6.6 9.7 -3.5
H 1.57408 2.00037 -0.74053 0.4 1.0 -0.1
H 0.16598 1.70361 -1.21073 0.0 0.2 -0.4
O 0.97126 -1.20836 1.48632 0.8 -7.2 3.8
H 1.86131 -1.54704 1.58303 0.0 -0.2 -0.2
H 0.40907 -1.92028 1.79182 -0.3 -0.2 0.0
O 2.67198 -0.07153 0.51875 3.1 -0.1 -0.5
H 3.13613 0.71460 0.80650 0.3 0.2 -0.4
H 3.36482 -0.67272 0.24531 0.1 -0.3 -0.4
O 1.59869 1.84525 1.72730 3.9 1.1 2.4
H 2.41915 1.50843 2.08732 0.1 -0.1 0.8
H 1.74002 2.78879 1.64990 0.0 0.0 0.2
```
Positions in Å, forces in eV/Å.

As for the total charge: -1. For the energy above the lowest of the compared OMol25 structures with the same formula, charge and spin, the calculation gives 1605.9 kJ/mol.


# 4
Below is F4IN2O8S4V as an isolated structure in a non-equilibrium geometry, with properties calculated with ωB97M-V/def2-TZVPD.

Geometry as XYZ:
```
20
Properties=species:S:1:pos:R:3:forces:R:3
V 0.05286 -0.28581 0.62586 0.5 -0.7 0.6
I 0.87174 -1.56959 3.07194 -0.4 0.7 -1.1
N -0.05538 1.66299 1.03645 -0.5 3.3 5.0
S -0.03340 2.64415 2.47271 1.4 -1.9 6.3
O -0.59243 3.96357 2.56343 0.0 -0.9 -1.6
O 1.24079 2.47053 3.11712 -1.1 -0.2 -1.1
F -1.07860 1.79741 3.35723 0.6 0.2 -1.1
S -0.10953 2.95292 0.15913 -2.6 1.7 -7.5
O 1.06272 3.77009 0.05979 -0.7 -0.6 0.9
O -1.43755 3.53089 -0.07051 2.5 -0.8 1.1
F -0.01513 1.94729 -1.09547 0.4 0.2 -1.2
N -0.02220 -1.82415 -0.66051 -0.3 -4.0 -5.1
S -0.20270 -1.73810 -2.47130 0.3 6.9 -4.6
O -1.42487 -2.22643 -3.08345 2.0 -0.5 1.3
O 1.02729 -1.51270 -3.28478 -2.5 -2.3 2.5
F -0.57769 -0.18898 -2.39172 -0.5 0.4 1.0
S 0.20973 -3.45546 -1.02534 3.2 -5.5 6.1
O 1.57387 -3.76690 -1.51169 -3.5 1.2 -0.2
O -0.95029 -4.25002 -1.42318 2.1 1.9 0.5
F 0.46082 -3.92173 0.55421 -0.9 0.7 -1.7
```
Positions in Å, forces in eV/Å.

As for the total charge: -1. The expectation value of S² is 3.762. As for the spin multiplicity: 4. The electronic energy is -3945.304972 Eh.


# 5
Below is a 2-piece molecular cluster, F5NP2 overall in a non-equilibrium geometry, with properties calculated with ωB97M-V/def2-TZVPD.

Geometry as XYZ:
```
8
Properties=species:S:1:pos:R:3:forces:R:3
N -0.63763 1.54110 0.47777 1.2 -0.1 0.0
F 3.09134 0.79671 0.18890 -0.8 0.0 -0.7
F 1.98190 -1.21240 0.49107 -0.2 0.4 -0.7
F -0.70481 -1.22385 0.31358 -0.3 1.4 0.0
F -2.77138 -0.07916 0.54559 1.3 0.8 -0.2
F -1.59905 -0.05595 -1.50626 0.4 0.5 1.0
P 1.94105 -0.01503 -0.54344 0.1 0.2 1.8
P -1.30141 0.24859 0.03280 -1.7 -3.2 -1.1
```
Positions in Å, forces in eV/Å.

For the energy above the lowest of the compared OMol25 structures with the same formula, charge and spin, the calculation gives 380.6 kJ/mol.


# 6
Below is F6H10N3NaO17S6 as an isolated structure in a non-equilibrium geometry, with properties calculated with ωB97M-V/def2-TZVPD.

Geometry as XYZ:
```
43
Properties=species:S:1:pos:R:3:forces:R:3
Na -0.61876 -0.76715 1.13031 0.1 -0.1 -0.4
N -1.25368 -1.46942 -3.68895 2.3 -0.5 2.9
S -1.86302 -2.83736 -3.34133 -6.3 -5.0 -2.9
O -2.66827 -3.05420 -2.16270 1.1 0.7 -0.2
O -1.15255 -3.98466 -3.84768 0.4 0.3 0.7
F -3.06950 -2.76729 -4.46304 0.3 0.4 0.2
S -0.04262 -1.72385 -2.53281 4.3 4.7 0.9
O 1.10231 -2.55478 -2.79131 -1.4 -0.2 -0.6
O -0.38433 -1.62826 -1.12925 -1.0 -0.5 -0.8
F 0.52427 -0.26805 -2.80822 0.0 -0.3 0.0
N 3.73395 -0.14512 -1.62547 -0.2 3.5 -1.2
S 3.56715 1.48990 -2.05695 2.1 -0.5 -3.0
O 3.93569 2.46632 -1.08448 -0.3 -0.3 0.1
O 2.53887 1.80876 -3.00023 0.4 -0.6 0.7
F 4.91456 1.35987 -2.95929 -0.4 0.6 -0.2
S 3.10150 0.00029 -0.24220 -1.8 -3.0 5.0
O 1.66589 0.14494 -0.24523 0.5 0.9 -0.1
O 3.86182 0.54797 0.86155 -0.5 0.0 -1.1
F 3.18269 -1.57221 0.13903 0.3 -0.7 -0.1
N -0.94774 1.83212 0.78836 -0.1 2.7 -2.0
S -0.46161 2.97314 -0.43154 1.6 -1.2 -4.0
O 0.95146 3.06958 -0.57888 -0.4 0.1 1.4
O -1.22739 4.15988 -0.71741 0.0 -1.1 1.4
F -0.82150 2.03735 -1.65913 -0.4 -0.1 0.5
S -1.38247 2.91329 1.83676 -1.4 1.0 4.2
O -2.58904 3.68291 1.63448 1.3 -1.0 0.1
O -0.22164 3.52958 2.42550 -0.6 0.5 -0.4
F -1.80870 1.90190 3.05001 -0.1 -0.1 -0.6
O -1.00805 -1.60098 3.60687 0.0 -0.2 0.2
H -0.80949 -1.01721 4.34730 0.1 0.2 -0.2
H -0.30640 -2.25736 3.61871 0.0 0.0 -0.1
O -3.31869 -0.62781 2.42420 -0.2 0.0 -0.1
H -2.92323 -1.44800 2.73581 0.0 0.0 0.1
H -3.16654 -0.00043 3.13847 0.1 0.1 -0.1
O -2.74670 0.24845 -0.54459 -0.4 -0.7 -0.2
H -2.09697 0.14557 -1.24807 -0.1 0.0 0.0
H -2.32185 0.81748 0.09902 -0.1 0.3 -0.1
O 1.10064 0.68119 2.36493 -0.3 -0.5 0.8
H 1.54712 1.39126 2.83295 0.0 0.1 -0.1
H 0.46284 1.13242 1.79543 0.5 0.4 -0.2
O 0.62483 -2.78431 1.40831 -0.1 -0.2 0.2
H 1.11435 -2.94851 2.21896 0.3 0.1 -0.2
H 1.28081 -2.87724 0.70178 -0.1 0.3 -0.1
```
Positions in Å, forces in eV/Å.

As for the total charge: -2. For the energy above the lowest of the compared OMol25 structures with the same formula, charge and spin, the calculation gives 0.0 kJ/mol.


# 7
Below is F6H24O12P as an isolated structure in a non-equilibrium geometry, with properties calculated with ωB97M-V/def2-TZVPD.

Geometry as XYZ:
```
43
Properties=species:S:1:pos:R:3:forces:R:3
P -0.24904 -0.01320 0.01261 -1.9 -1.3 -0.3
F -1.76760 0.08097 0.60247 1.8 0.5 -0.2
F 0.42738 0.58524 1.35861 -1.0 0.7 -4.6
F -0.10388 -1.50275 0.54483 -0.2 1.9 -0.4
F 1.19894 -0.19938 -0.64518 -0.8 2.5 1.6
F -0.89669 -0.57849 -1.43241 9.0 7.2 6.1
F -0.29828 1.50980 -0.65924 0.1 -2.0 1.6
O 2.79939 0.06365 1.75632 0.6 -0.1 0.9
H 3.06624 0.80651 1.21486 0.1 0.1 -0.1
H 2.25299 -0.46991 1.17926 0.4 0.5 0.1
O -0.11074 -3.59674 1.07725 1.2 -2.5 -1.0
H 0.39462 -4.39300 0.91347 0.1 -0.3 0.1
H -0.40131 -3.31430 0.21005 -0.2 0.0 -0.2
O -2.08623 -1.68225 -2.31815 -4.7 -5.7 -4.7
H -1.80294 -1.12947 -1.58986 -4.3 -2.4 -0.8
H -1.74178 -1.24695 -3.09795 -0.2 -0.3 -0.2
O 1.40142 2.49765 2.19678 0.4 1.5 0.1
H 0.68524 2.20883 1.63117 0.1 0.3 0.2
H 1.02910 2.48942 3.07855 0.0 0.0 0.3
O 1.82005 -1.28956 -2.72150 1.9 -3.8 -0.8
H 1.30089 -1.43504 -1.93059 -0.5 -0.3 -1.5
H 1.54103 -0.43000 -3.03699 0.4 -0.3 0.2
O -2.39311 2.72976 -0.49843 -1.1 0.2 -0.1
H -1.54615 2.66214 -0.93924 -0.1 0.6 0.1
H -2.23256 3.31564 0.24129 0.0 0.1 0.0
O -1.40482 -2.38067 2.68271 -1.6 0.3 1.0
H -1.11862 -1.49883 2.44463 0.0 -0.3 0.6
H -0.81205 -2.96212 2.20651 -0.1 0.0 0.2
O 0.10644 -0.35994 3.32587 -0.3 -0.2 2.3
H 0.94732 -0.15905 3.73672 0.3 -0.1 0.0
H 0.09256 0.17615 2.53300 -0.2 -0.5 1.7
O 2.79067 -1.78811 -0.27032 1.0 -1.3 0.3
H 2.43354 -1.84203 0.61612 0.1 -0.8 0.0
H 2.08054 -1.41549 -0.79290 1.4 -0.8 0.3
O 0.75691 0.62163 -2.72005 -1.7 4.1 -2.1
H -0.03860 0.50790 -3.24010 -0.2 0.2 -0.3
H 0.44982 0.97848 -1.88663 0.4 0.4 -0.9
O 0.25651 3.72647 -0.85681 0.3 0.9 -0.2
H 0.42870 4.31041 -0.11817 0.1 0.3 0.2
H 0.76539 2.93903 -0.66392 0.3 0.2 0.0
O -3.64735 0.27591 -1.48851 -0.7 0.1 -0.1
H -3.19456 0.27437 -0.64517 -0.1 0.3 0.2
H -3.17939 0.92729 -2.01095 -0.1 0.3 0.1
```
Positions in Å, forces in eV/Å.

As for the total charge: -1. For the energy above the lowest of the compared OMol25 structures with the same formula, charge and spin, the calculation gives 1081.0 kJ/mol.


# 8
Below is FFeH16O8 as an isolated structure in a non-equilibrium geometry, with properties calculated with ωB97M-V/def2-TZVPD.

Geometry as XYZ:
```
26
Properties=species:S:1:pos:R:3:forces:R:3
Fe -0.42886 2.03734 1.00499 0.4 -2.1 -1.2
F 0.13687 -0.55888 -0.21224 -0.3 1.8 0.9
O -0.00943 0.16739 -3.95379 -0.2 0.4 0.1
H 0.15047 -0.22625 -3.09606 0.1 -0.2 0.3
H 0.11420 -0.55088 -4.57430 0.0 -0.2 -0.2
O 0.96303 -3.98045 2.15307 0.2 0.0 0.2
H 0.81041 -3.05404 1.96677 0.0 0.2 -0.2
H 0.11975 -4.40109 1.98520 -0.2 -0.2 -0.1
O 1.52623 1.72067 3.27532 -0.6 0.1 -0.8
H 1.96119 0.86800 3.27985 0.2 -0.4 -0.1
H 1.59149 2.02816 4.17943 -0.1 0.3 0.3
O 3.40490 -1.08234 -1.62736 0.1 -0.1 -0.1
H 2.57332 -0.99111 -1.16220 -0.4 -0.1 0.2
H 3.88439 -0.27990 -1.42140 0.2 0.1 0.0
O -2.41324 0.62274 2.72634 0.7 0.6 -0.4
H -2.01612 -0.03632 3.29569 0.2 -0.2 0.2
H -3.32666 0.34895 2.64304 -0.4 0.0 -0.2
O -2.48241 2.50535 -1.17197 0.6 0.1 0.9
H -2.58061 2.12898 -2.04657 0.2 -0.3 -0.4
H -3.29301 2.99375 -1.02847 -0.3 0.2 0.1
O 1.55103 3.21926 -0.89457 -0.7 -0.3 0.8
H 1.34076 3.55499 -1.76595 -0.3 0.0 -0.3
H 2.50772 3.21315 -0.86415 0.3 -0.1 0.2
O -1.95851 -3.66541 -1.18907 0.0 -0.1 -0.1
H -1.42808 -2.91567 -0.91931 0.3 0.3 0.0
H -2.69883 -3.66637 -0.58230 -0.2 -0.1 0.1
```
Positions in Å, forces in eV/Å.

As for the total charge: +1. The expectation value of S² is 6.057. As for the spin multiplicity: 5. For the energy above the lowest of the compared OMol25 structures with the same formula, charge and spin, the calculation gives 708.6 kJ/mol.